The following is a DFT calculation (ωB97M-V/def2-TZVPD) of the ion C32H47N2O with charge +1 in a non-equilibrium geometry.

Geometry as XYZ:
```
82
Properties=species:S:1:pos:R:3
C 4.25826 3.51141 2.96631
C 2.96624 2.98931 2.42430
C 2.10447 2.26616 3.24339
C 0.85030 1.84767 2.80658
C 0.00275 1.11823 3.81832
C 0.46304 2.10635 1.47110
C -0.90018 1.65844 0.94663
C -2.02911 2.57848 1.43850
C -1.17550 0.17185 1.23948
C -1.16944 -0.78065 0.00655
C -0.41917 -2.07848 0.44683
C 0.74198 -2.48424 -0.24311
C 1.46329 -1.55607 -1.18872
C 1.26744 -3.75717 -0.03196
C 0.75474 -4.60064 0.95429
C 1.29495 -5.98361 1.16883
C -0.22080 -4.07976 1.80546
C -0.74998 -2.80053 1.62554
C -1.58396 -2.33126 2.79708
C -2.45604 -0.89540 -0.55089
C -3.15702 -2.16053 -0.01280
N -4.54048 -2.18557 -0.43942
C -5.47571 -2.88332 0.42596
C -4.67036 -2.57428 -1.81534
C -3.61469 -1.90819 -2.70172
C -2.70640 -0.88574 -2.08953
N -2.28507 0.10418 -2.89130
C -2.95685 0.25083 -4.20980
C -2.51261 1.44118 -5.06027
O -1.93220 2.50869 -4.31417
C -0.80624 2.02886 -3.57695
C -1.22711 1.04930 -2.48791
C 1.33189 2.83231 0.63417
C 0.97006 3.17092 -0.78856
C 2.57816 3.23985 1.10648
H 4.83709 4.00266 2.18105
H 4.08534 4.23646 3.77184
H 4.85851 2.69967 3.39122
H 2.41038 2.03536 4.26772
H -1.07111 1.16552 3.61039
H 0.29526 0.05755 3.91193
H 0.15736 1.56073 4.81388
H -0.88308 1.78077 -0.14294
H -1.82482 3.60372 1.10147
H -3.00051 2.27741 1.01600
H -2.11134 2.58803 2.53453
H -0.40912 -0.20591 1.92578
H -2.15938 0.12259 1.74500
H -0.51685 -0.31318 -0.73315
H 2.46536 -1.95030 -1.40376
H 0.93945 -1.45490 -2.14832
H 1.61365 -0.55770 -0.75448
H 2.11569 -4.09380 -0.63510
H 0.67472 -6.53973 1.87879
H 1.33683 -6.55590 0.23291
H 2.31756 -5.95580 1.56919
H -0.55805 -4.66562 2.66243
H -2.28598 -3.12420 3.09708
H -0.94287 -2.13882 3.67515
H -2.16990 -1.42019 2.65118
H -3.08523 -0.03632 -0.20324
H -3.12203 -2.22080 1.08463
H -2.60408 -3.05036 -0.39993
H -4.98988 -3.64834 1.05491
H -5.99637 -2.17690 1.09112
H -6.23168 -3.36888 -0.20396
H -4.58846 -3.68009 -1.88775
H -5.69656 -2.32795 -2.14160
H -2.98869 -2.73979 -3.08647
H -4.20038 -1.53110 -3.55336
H -2.77550 -0.65250 -4.80942
H -4.04328 0.36997 -4.05210
H -1.79593 1.06024 -5.81498
H -3.38976 1.89855 -5.53653
H -0.06175 1.53646 -4.23931
H -0.36032 2.93654 -3.13384
H -1.59179 1.64757 -1.63408
H -0.30934 0.50743 -2.20975
H 1.71852 3.85874 -1.20194
H 0.97554 2.28471 -1.44647
H -0.01084 3.66382 -0.88488
H 3.24016 3.77432 0.42726
```

Output
2S+1: 1
SMILES: Cc1cc(C)c([C@H](C)C[C@@H](c2c(C)cc(C)cc2C)[C@@H]2CN(C)CCC2=[N+]2CCOCC2)c(C)c1
charge: +1
LUMO: -3.654 eV
HOMO: -10.67 eV
F_max: 0.115 hartree/bohr


The following is a DFT calculation (ωB97M-V/def2-TZVPD) of a structure of composition C3H8ClN2 in a non-equilibrium geometry.

Geometry as XYZ:
```
14
Properties=species:S:1:pos:R:3
C -0.38474 1.64506 -0.54421
C 0.04847 -1.98604 -0.03726
C -0.64602 0.35444 0.06570
N 1.44467 -0.30623 -0.73570
N 0.23915 -0.68118 -0.41053
Cl -2.35561 -0.25623 0.02896
H -1.29781 2.24458 -0.49694
H -0.21634 1.60981 -1.66070
H 0.45252 2.11493 0.10185
H -0.10555 -2.48580 -1.01690
H -0.61400 -2.07736 0.79984
H 0.98883 -2.52261 0.44873
H -2.98434 -0.43359 1.59569
H 1.54963 0.64602 -1.16048
```

Output
2S+1: 1
energy relative to the best compared isomer or geometry (same formula, charge and spin): 702.9 kJ/mol
charge: +1
LUMO (spin up / spin down): -6.464 / -6.465 eV
HOMO (spin up / spin down): -13.36 / -13.36 eV
F_max: 0.142 hartree/bohr


The following is a DFT calculation (ωB97M-V/def2-TZVPD) of an isolated molecule of C4H6N2O.

Geometry as XYZ:
```
13
Properties=species:S:1:pos:R:3
N -0.50727 -2.19341 0.27684
C -0.40108 -0.81453 0.04138
C -0.24300 -0.22992 -1.19265
N -0.12108 1.13032 -0.99013
C -0.07592 1.35228 0.34600
O 0.73884 2.37830 0.74422
C -0.36624 0.20343 1.03083
H 0.14084 -2.69894 -0.30871
H -0.31107 -2.44924 1.23479
H -0.14825 -0.65309 -2.17460
H 0.14284 1.85423 -1.64024
H 1.57607 1.98543 0.44989
H -0.38299 0.08178 2.10572
```

Output
2S+1: 1
SMILES: Nc1c[nH]c(O)c1
energy relative to the best compared isomer or geometry (same formula, charge and spin): 166.7 kJ/mol
LUMO: 0.742 eV
HOMO: -7.47 eV
F_max: 0.019 hartree/bohr


| no. | DFT total energy (eV) |
| --- | --- |
| 1 | -38966.5955 |
| 2 | -18729.4534 |
| 3 | -9271.7740 |